ORCA calculation (the ωB97M-V functional and the def2-TZVPD basis) on 5 unconnected molecules or ions with the total composition C10H17Cl8F2NO5S.

Last columns: bonded neighbours and bond lengths (Å).
Cartesian coordinates (Å):
1 Cl 4.0295 -1.7991 -0.2067  C31 1.787
2 C -4.4236 3.8057 -0.3609  F22 1.333, O29 1.171, N32 1.457
3 C 0.2756 5.4267 4.1734  H11 1.089, H15 1.086, C20 1.506, Cl41 1.784
4 S -2.7055 1.1057 -1.6185  O13 1.432, O26 1.734, O37 1.603
5 H 2.8254 0.4016 -0.6669  C6 1.088
6 C 2.3656 1.3808 -0.5521  H5 1.088, C27 1.504, H36 1.087, Cl40 1.789
7 C 0.1648 -7.9602 -2.6005  Cl9 1.782, H10 1.087, C30 1.506, H39 1.089
8 Cl 0.6492 2.9182 0.9163  C27 1.785
9 Cl -1.0036 -6.8086 -1.9052  C7 1.782
10 H 0.2957 -7.7076 -3.6495  C7 1.087
11 H -0.8034 5.4602 4.3147  C3 1.089
12 C 1.8895 -3.4110 -0.7410  Cl16 1.787, H24 1.086, H28 1.087, C31 1.505
13 O -2.9920 0.0933 -0.6478  S4 1.432
14 H 1.3326 -8.0597 -0.7927  C30 1.087
15 H 0.4903 4.9673 3.2127  C3 1.086
16 Cl 0.6758 -2.2904 -0.0598  C12 1.787
17 H 2.1301 -8.7240 -2.2280  C30 1.088
18 H 0.7971 5.1732 6.2485  C20 1.087
19 Cl 2.3344 -6.3855 -2.1096  C30 1.786
20 C 0.9071 4.6526 5.3007  C3 1.506, H18 1.087, Cl21 1.783, H33 1.089
21 Cl 2.6482 4.3735 5.0351  C20 1.783
22 F -3.6174 4.8140 -0.0306  C2 1.333
23 H 3.8576 -4.1367 -0.3530  C31 1.089
24 H 1.4743 -4.4130 -0.6838  C12 1.086
25 H 1.7669 0.9200 1.4443  C27 1.088
26 O -4.2037 1.9685 -1.7494  S4 1.734, N32 1.414
27 C 1.3242 1.3118 0.5304  C6 1.504, Cl8 1.785, H25 1.088, H35 1.087
28 H 2.0274 -3.1496 -1.7874  C12 1.087
29 O -5.2684 3.3795 0.3285  C2 1.171
30 C 1.4777 -7.9334 -1.8623  C7 1.506, H14 1.087, H17 1.088, Cl19 1.786
31 C 3.1894 -3.3603 0.0155  Cl1 1.787, C12 1.505, H23 1.089, H44 1.087
32 N -4.0606 3.3749 -1.7044  C2 1.457, O26 1.414, C42 1.448
33 H 0.4349 3.6745 5.3748  C20 1.089
34 O -6.0483 3.4975 -2.9532  C42 1.168
35 H 0.4938 0.6735 0.2404  C27 1.087
36 H 3.1313 2.1169 -0.3200  C6 1.087
37 O -1.8707 2.2275 -0.8354  S4 1.603, H43 0.974
38 F -4.4292 4.9676 -3.2405  C42 1.323
39 H -0.2738 -8.9537 -2.5258  C7 1.089
40 Cl 1.6568 1.8185 -2.1348  C6 1.789
41 Cl 0.8453 7.1158 4.1100  C3 1.784
42 C -4.9876 3.9053 -2.6825  N32 1.448, O34 1.168, F38 1.323
43 H -1.8393 3.0687 -1.3256  O37 0.974
44 H 3.0365 -3.5007 1.0823  C31 1.087

Summary:
Orbital gap   10.5 eV
M   584.94 g/mol
E_LUMO   -0.0041 hartree

ORCA calculation (the ωB97M-V functional and the def2-TZVPD basis) on 2 unconnected molecules or ions with the total composition C5H14NO3.

Last columns: bonded neighbours and bond lengths (Å).
Cartesian coordinates (Å):
1 H -0.4595 -1.7229 1.6442  C5 1.085
2 C 1.1183 2.5972 -0.3745  H4 1.177, H7 1.074, O9 1.451, H23 1.152
3 H 2.0040 -0.6914 -1.5883  C13 1.189
4 H 0.1167 2.8924 0.1680  C2 1.177
5 C 0.4793 -1.9726 1.1617  H1 1.085, H6 1.033, N8 1.461, H10 1.025
6 H 1.1990 -1.9786 1.9027  C5 1.033
7 H 1.1478 2.9330 -1.3947  C2 1.074
8 N 0.9681 -0.9360 0.2558  C5 1.461, C13 1.453, C22 1.290
9 O 1.0480 1.1576 -0.5424  C2 1.451, C22 1.258
10 H 0.5022 -2.9142 0.7559  C5 1.025
11 H 1.5438 -2.5639 -1.1902  C13 1.219
12 H 2.9037 -1.6341 -0.2043  C13 1.145
13 C 1.8899 -1.4947 -0.7187  H3 1.189, N8 1.453, H11 1.219, H12 1.145
14 H -2.1363 -1.3862 -2.2606  O17 1.004
15 H -2.2220 0.3334 1.0976  C21 1.139
16 H -1.7217 1.3554 -0.1671  C21 1.053
17 O -2.5434 -1.0505 -1.4063  H14 1.004, H18 0.947
18 H -3.4653 -0.9437 -1.5938  O17 0.947
19 O -0.2154 0.6630 1.3053  C21 1.464, C22 1.376
20 H -1.8530 2.1966 1.3710  C21 1.191
21 C -1.5058 1.1836 0.8494  H15 1.139, H16 1.053, O19 1.464, H20 1.191
22 C 0.5841 0.2953 0.2470  N8 1.290, O9 1.258, O19 1.376
23 H 2.0588 2.9352 0.1986  C2 1.152

Summary:
Orbital gap   12.0 eV
M   136.17 g/mol
Relative energy (zero: lowest compared OMol25 entry of this formula, charge and spin)   3.231 eV
Charge   +1
E_LUMO   -0.1009 hartree

ORCA calculation (the ωB97M-V functional and the def2-TZVPD basis) on 12 unconnected molecules or ions with the total composition C27H73N24O13S.

Last columns: bonded neighbours and bond lengths (Å).
Cartesian coordinates (Å):
1 C -6.5548 3.2670 -0.1541  C77 1.536, C86 1.541, H93 1.085, H130 1.083
2 O 5.4196 5.1904 7.0281  C26 1.216
3 H -1.6119 5.8116 1.5477  C137 1.084
4 H 7.4503 -2.3307 0.6125  N19 1.001
5 C 2.9470 3.0513 0.6714  C11 1.481, H49 1.086, H95 1.086, S119 1.805
6 O 2.4047 4.5993 4.8923  C129 1.226
7 N -4.2291 -1.7979 3.0245  H12 1.000, C18 1.364, H92 1.003
8 H 4.5743 0.9388 0.4659  C38 1.084
9 H -6.7107 3.5573 3.3642  N27 1.003
10 N 6.0705 -3.6761 -2.4326  H41 1.003, H57 1.005, C100 1.356
11 C 1.9682 4.1592 0.5803  C5 1.481, C32 1.366, N39 1.373
12 H -4.3326 -2.3460 2.1939  N7 1.000
13 H -1.2782 -0.6032 2.5682  N64 1.002
14 H -3.8255 3.7517 0.5063  C97 1.088
15 H 4.3529 -6.6628 -2.2929  N94 1.004
16 H -5.9546 5.0488 -1.2152  C86 1.084
17 C 8.0661 -3.8888 1.8768  N19 1.370, O43 1.217, N82 1.371
18 C -3.1115 -1.0695 3.3102  N7 1.364, N64 1.369, O134 1.220
19 N 7.3649 -3.2971 0.8598  H4 1.001, C17 1.370, H74 1.009
20 N 5.3137 4.2224 4.9762  C26 1.369, H62 1.001, H117 1.013
21 O 4.2383 -3.5833 -1.0963  C100 1.229
22 C -7.2063 -1.0147 1.0003  O25 1.357, O112 1.192, C131 1.498
23 O 4.7579 -2.8653 -5.0459  C58 1.220
24 O 0.5462 -8.7335 2.1511  C84 1.214
25 O -7.5086 -0.1683 -0.0158  C22 1.357, C53 1.444
26 C 5.9793 4.6519 6.0931  O2 1.216, N20 1.369, N76 1.376
27 N -5.8270 3.9513 3.6279  H9 1.003, H65 1.002, C90 1.362
28 H -4.9793 4.9458 1.0790  C97 1.083
29 H 3.1075 -7.8133 -2.6579  N94 1.002
30 H -5.8044 0.8782 0.4895  C53 1.087
31 N 0.1933 5.4818 0.5320  C32 1.371, C68 1.324, C137 1.479
32 C 0.6025 4.1744 0.5839  C11 1.366, N31 1.371, H59 1.069
33 H 3.3054 5.7866 0.5113  N39 1.006
34 H -5.8155 0.2006 -1.1344  C53 1.090
35 N 0.7079 3.6101 6.0264  H40 1.004, C129 1.356, H135 1.003
36 H 2.0560 -6.9966 1.2279  N110 1.002
37 N -3.5351 2.3967 -4.7456  H75 1.001, H127 1.007, C138 1.372
38 C 3.7001 0.5051 -0.0056  H8 1.084, C106 1.516, H118 1.083, S119 1.810
39 N 2.3484 5.4765 0.5115  C11 1.373, H33 1.006, C68 1.332
40 H -0.2695 3.3983 6.1113  N35 1.004
41 H 6.8962 -4.1566 -2.7396  N10 1.003
42 H -6.6761 2.1169 -1.9792  C77 1.083
43 O 7.9340 -5.0683 2.1456  C17 1.217
44 H -2.4767 -2.1500 -7.5369  N121 1.003
45 H -0.6887 4.5713 4.1430  N116 1.007
46 C -3.2738 -0.9597 -6.0999  O48 1.224, N107 1.365, N121 1.364
47 H -1.9349 4.3057 -0.5946  C115 1.084
48 O -3.2453 0.0695 -6.7611  C46 1.224
49 H 2.8627 2.5778 1.6447  C5 1.086
50 H -3.6015 6.5510 0.3793  C54 1.088
51 H 3.3116 -3.7065 -3.1986  N114 1.005
52 H 3.7026 -10.1275 -2.6978  N109 1.001
53 C -6.4239 0.7098 -0.3874  O25 1.444, H30 1.087, H34 1.090, C77 1.521
54 C -3.5413 5.7240 -0.3251  H50 1.088, H83 1.082, C97 1.547, C115 1.538
55 H -4.1127 -0.1225 -4.4494  N107 1.005
56 H -5.0113 3.6491 -1.6573  C86 1.083
57 H 5.7973 -2.8383 -2.9160  N10 1.005
58 C 3.5384 -2.8633 -5.0402  O23 1.220, N99 1.369, N114 1.368
59 H -0.0438 3.3261 0.6644  C32 1.069
60 H 1.8103 -10.1211 -0.4111  N126 1.001
61 O 6.1756 -8.2700 -1.9621  C88 1.217
62 H 5.7824 3.7760 4.2127  N20 1.001
63 H -2.8567 -3.0082 -6.0849  N121 1.002
64 N -2.1187 -1.1104 2.3682  H13 1.002, C18 1.369, H69 1.001
65 H -5.7122 4.9462 3.6123  N27 1.002
66 H -1.1357 7.0468 0.4090  C137 1.083
67 H 9.4492 -3.4858 3.3125  N82 1.002
68 C 1.2673 6.2541 0.4847  N31 1.324, N39 1.332, H125 1.070
69 H -2.1797 -1.6438 1.5230  N64 1.001
70 H 7.8264 3.9876 5.3397  N76 1.001
71 H 2.5919 -7.9106 -0.1405  N110 1.003
72 O -5.5683 3.0960 -3.9831  C138 1.224
73 N -5.4321 2.0125 -5.9734  H87 1.007, H105 1.002, C138 1.358
74 H 6.7383 -3.9001 0.3473  N19 1.009
75 H -3.0835 2.7895 -3.9432  N37 1.001
76 N 7.3374 4.4315 6.0917  C26 1.376, H70 1.001, H124 1.002
77 C -6.9702 2.0161 -0.9421  C1 1.536, H42 1.083, C53 1.521, H108 1.083
78 H -7.3906 -3.0952 1.3715  C131 1.080
79 H -5.8141 1.4170 3.8665  N102 1.004
80 H 0.6648 -10.7565 0.7166  N126 1.002
81 H -6.0258 -2.6221 0.3248  C131 1.084
82 N 8.9238 -3.0716 2.5664  C17 1.371, H67 1.002, H104 1.001
83 H -3.9502 6.1020 -1.2529  C54 1.082
84 C 1.2247 -8.8490 1.1507  O24 1.214, N110 1.372, N126 1.372
85 H -3.8178 -1.8207 -4.2738  N107 1.002
86 C -5.4859 4.1526 -0.8241  C1 1.541, H16 1.084, H56 1.083, C97 1.523
87 H -4.8666 1.5574 -6.6715  N73 1.007
88 C 5.0327 -8.5706 -2.2523  O61 1.217, N94 1.374, N109 1.367
89 H 6.5142 -5.8229 -1.1160  N113 1.008
90 C -4.7670 3.2054 4.0471  N27 1.362, N102 1.354, O136 1.229
91 H 4.5034 0.1415 -1.9803  C106 1.083
92 H -4.9701 -1.7991 3.7012  N7 1.003
93 H -6.1781 2.9762 0.8210  C1 1.085
94 N 4.0600 -7.6146 -2.4172  H15 1.004, H29 1.002, C88 1.374
95 H 3.9525 3.4541 0.5985  C5 1.086
96 H 5.1110 -5.6897 -0.1185  N113 1.004
97 C -4.4506 4.5895 0.2033  H14 1.088, H28 1.083, C54 1.547, C86 1.523
98 H 0.6546 5.3318 3.3360  N116 1.000
99 N 2.8105 -2.3313 -6.0699  C58 1.369, H120 1.002, H132 1.001
100 C 5.2713 -4.1496 -1.4447  N10 1.356, O21 1.229, N113 1.371
101 H 4.9278 -1.0388 -0.7606  C106 1.083
102 N -4.9485 1.8646 4.1096  H79 1.004, C90 1.354, H122 1.010
103 H -7.6489 -2.6298 -0.3181  C131 1.082
104 H 9.0519 -2.1009 2.3579  N82 1.001
105 H -6.4238 2.0843 -6.1006  N73 1.002
106 C 4.1230 -0.4161 -1.1328  C38 1.516, H91 1.083, H101 1.083, H111 1.080
107 N -3.7668 -0.9872 -4.8268  C46 1.365, H55 1.005, H85 1.002
108 H -8.0505 1.9333 -0.9308  C77 1.083
109 N 4.6316 -9.8655 -2.4309  H52 1.001, C88 1.367, H128 1.003
110 N 2.0327 -7.8411 0.6890  H36 1.002, H71 1.003, C84 1.372
111 H 3.3384 -1.0941 -1.4361  C106 1.080
112 O -7.0653 -0.6372 2.1216  C22 1.192
113 N 5.6836 -5.3164 -0.8542  H89 1.008, H96 1.004, C100 1.371
114 N 2.8077 -3.3709 -4.0008  H51 1.005, C58 1.368, H133 1.001
115 C -2.0576 5.3815 -0.5399  H47 1.084, C54 1.538, H123 1.084, C137 1.515
116 N 0.2956 4.7768 4.0870  H45 1.007, H98 1.000, C129 1.365
117 H 4.3108 4.3601 4.9394  N20 1.013
118 H 3.1444 -0.0390 0.7478  C38 1.083
119 S 2.6383 1.8341 -0.6247  C5 1.805, C38 1.810
120 H 3.3219 -1.9520 -6.8440  N99 1.002
121 N -2.8272 -2.1481 -6.5974  H44 1.003, C46 1.364, H63 1.002
122 H -4.1799 1.2941 4.4323  N102 1.010
123 H -1.7517 5.8441 -1.4713  C115 1.084
124 H 7.8497 4.7331 6.8981  N76 1.002
125 H 1.2610 7.3237 0.4528  C68 1.070
126 N 1.2388 -9.9980 0.4012  H60 1.001, H80 1.002, C84 1.372
127 H -2.9922 1.9280 -5.4529  N37 1.007
128 H 5.3255 -10.5800 -2.3128  N109 1.003
129 C 1.2110 4.3406 5.0005  O6 1.226, N35 1.356, N116 1.365
130 H -7.4456 3.8679 -0.0167  C1 1.083
131 C -7.0657 -2.4435 0.5735  C22 1.498, H78 1.080, H81 1.084, H103 1.082
132 H 1.8096 -2.3163 -6.0907  N99 1.001
133 H 1.8069 -3.3649 -3.9778  N114 1.001
134 O -2.9957 -0.4303 4.3428  C18 1.220
135 H 1.3519 3.2857 6.7240  N35 1.003
136 O -3.7079 3.7417 4.3643  C90 1.229
137 C -1.2000 5.9761 0.5583  H3 1.084, N31 1.479, H66 1.083, C115 1.515
138 C -4.8962 2.5430 -4.8441  N37 1.372, O72 1.224, N73 1.358

Summary:
Orbital gap   8.6 eV
M   974.10 g/mol
Charge   +1
E_LUMO   -0.0876 hartree

ORCA calculation (the ωB97M-V functional and the def2-TZVPD basis) on a gas-phase ion, C7H14N3 (charge +1).

Last columns: bonded neighbours and bond lengths (Å).
Cartesian coordinates (Å):
1 H 2.0032 -1.5223 0.2159  C21 1.188
2 N -0.9130 -0.0473 0.8070  C10 1.349, N18 1.241
3 H 0.8815 2.7425 -0.5667  C24 1.174
4 C 0.6010 -1.3314 -1.5366  C9 1.556, H15 1.081, H19 1.047, C21 1.592
5 C -0.4067 2.1810 1.0875  C10 1.590, H17 1.147, H20 1.100, C24 1.598
6 C -0.1353 -2.2408 0.9091  H7 1.064, N18 1.419, C21 1.554, H22 1.139
7 H -0.9341 -2.7103 0.3866  C6 1.064
8 H 1.5101 0.3661 -0.7050  C9 1.089
9 C 0.7400 0.2162 -1.4596  C4 1.556, H8 1.089, H12 1.113, N14 1.376
10 C -1.4744 1.0388 1.3761  N2 1.349, C5 1.590, H13 1.046, H23 1.099
11 H 1.2261 -3.1051 -0.5228  C21 1.185
12 H 1.1767 0.6008 -2.4086  C9 1.113
13 H -2.4062 1.2629 0.9572  C10 1.046
14 N -0.3619 0.9595 -1.1044  C9 1.376, C24 1.415
15 H -0.4013 -1.4494 -1.9243  C4 1.081
16 H -1.0040 2.7656 -1.0875  C24 1.162
17 H -0.7994 3.2415 1.2760  C5 1.147
18 N -0.8001 -1.1065 1.4434  N2 1.241, C6 1.419
19 H 1.2552 -1.7933 -2.2109  C4 1.047
20 H 0.5465 1.8840 1.5485  C5 1.100
21 C 0.9810 -2.0081 -0.1466  H1 1.188, C4 1.592, C6 1.554, H11 1.185
22 H 0.3013 -2.9027 1.7270  C6 1.139
23 H -1.4183 0.7379 2.4312  C10 1.099
24 C -0.1678 2.2204 -0.4925  H3 1.174, C5 1.598, N14 1.415, H16 1.162

Summary:
Orbital gap (alpha / beta)   7.4 / 7.8 eV
M   140.21 g/mol
Relative energy (zero: lowest compared OMol25 entry of this formula, charge and spin)   6.879 eV
Charge   +1
E_LUMO (alpha / beta)   -0.2294 / -0.2179 hartree

Repeat the first record exactly.
ORCA calculation (the ωB97M-V functional and the def2-TZVPD basis) on 5 unconnected molecules or ions with the total composition C10H17Cl8F2NO5S.

Last columns: bonded neighbours and bond lengths (Å).
Cartesian coordinates (Å):
1 Cl 4.0295 -1.7991 -0.2067  C31 1.787
2 C -4.4236 3.8057 -0.3609  F22 1.333, O29 1.171, N32 1.457
3 C 0.2756 5.4267 4.1734  H11 1.089, H15 1.086, C20 1.506, Cl41 1.784
4 S -2.7055 1.1057 -1.6185  O13 1.432, O26 1.734, O37 1.603
5 H 2.8254 0.4016 -0.6669  C6 1.088
6 C 2.3656 1.3808 -0.5521  H5 1.088, C27 1.504, H36 1.087, Cl40 1.789
7 C 0.1648 -7.9602 -2.6005  Cl9 1.782, H10 1.087, C30 1.506, H39 1.089
8 Cl 0.6492 2.9182 0.9163  C27 1.785
9 Cl -1.0036 -6.8086 -1.9052  C7 1.782
10 H 0.2957 -7.7076 -3.6495  C7 1.087
11 H -0.8034 5.4602 4.3147  C3 1.089
12 C 1.8895 -3.4110 -0.7410  Cl16 1.787, H24 1.086, H28 1.087, C31 1.505
13 O -2.9920 0.0933 -0.6478  S4 1.432
14 H 1.3326 -8.0597 -0.7927  C30 1.087
15 H 0.4903 4.9673 3.2127  C3 1.086
16 Cl 0.6758 -2.2904 -0.0598  C12 1.787
17 H 2.1301 -8.7240 -2.2280  C30 1.088
18 H 0.7971 5.1732 6.2485  C20 1.087
19 Cl 2.3344 -6.3855 -2.1096  C30 1.786
20 C 0.9071 4.6526 5.3007  C3 1.506, H18 1.087, Cl21 1.783, H33 1.089
21 Cl 2.6482 4.3735 5.0351  C20 1.783
22 F -3.6174 4.8140 -0.0306  C2 1.333
23 H 3.8576 -4.1367 -0.3530  C31 1.089
24 H 1.4743 -4.4130 -0.6838  C12 1.086
25 H 1.7669 0.9200 1.4443  C27 1.088
26 O -4.2037 1.9685 -1.7494  S4 1.734, N32 1.414
27 C 1.3242 1.3118 0.5304  C6 1.504, Cl8 1.785, H25 1.088, H35 1.087
28 H 2.0274 -3.1496 -1.7874  C12 1.087
29 O -5.2684 3.3795 0.3285  C2 1.171
30 C 1.4777 -7.9334 -1.8623  C7 1.506, H14 1.087, H17 1.088, Cl19 1.786
31 C 3.1894 -3.3603 0.0155  Cl1 1.787, C12 1.505, H23 1.089, H44 1.087
32 N -4.0606 3.3749 -1.7044  C2 1.457, O26 1.414, C42 1.448
33 H 0.4349 3.6745 5.3748  C20 1.089
34 O -6.0483 3.4975 -2.9532  C42 1.168
35 H 0.4938 0.6735 0.2404  C27 1.087
36 H 3.1313 2.1169 -0.3200  C6 1.087
37 O -1.8707 2.2275 -0.8354  S4 1.603, H43 0.974
38 F -4.4292 4.9676 -3.2405  C42 1.323
39 H -0.2738 -8.9537 -2.5258  C7 1.089
40 Cl 1.6568 1.8185 -2.1348  C6 1.789
41 Cl 0.8453 7.1158 4.1100  C3 1.784
42 C -4.9876 3.9053 -2.6825  N32 1.448, O34 1.168, F38 1.323
43 H -1.8393 3.0687 -1.3256  O37 0.974
44 H 3.0365 -3.5007 1.0823  C31 1.087

Summary:
Orbital gap   10.5 eV
M   584.94 g/mol
E_LUMO   -0.0041 hartree

Question: The lowest M belongs to which entry?
Answer: C5H14NO3